Entry 1:
C24H33CoO5 | ωB97M-V/def2-TZVPD

Last column: Mulliken spin population.
Cartesian coordinates (Å):
Co1 -1.5417 -0.2889 -1.1732  2.387
O1 -0.3271 -2.3205 -8.2354  0.000
O2 1.8702 -0.6265 -9.0763  0.000
O3 -1.0158 -0.4172 -9.1882  0.000
O4 -0.9762 -1.2425 -2.5665  0.134
O5 2.8096 -0.2708 -7.0611  0.000
C1 3.2097 -0.7874 -9.5537  0.000
C2 -1.3743 -0.3237 0.7961  0.073
C3 -1.5689 -0.6037 -3.7127  -0.099
C4 -0.7209 1.5246 -1.5372  0.437
C5 0.3849 -0.2534 -7.2017  -0.010
C6 2.5040 0.6560 -0.1418  0.001
C7 2.2900 -0.4377 0.7522  0.001
C8 -1.1696 3.8058 -4.7441  0.033
C9 -3.1418 -1.2186 -0.3845  0.073
C10 2.4626 0.1466 -1.4788  -0.001
C11 0.2693 -0.8484 -5.7546  0.016
C12 -2.2164 0.7555 0.3645  0.074
C13 -0.3997 -0.9860 -8.2966  -0.002
C14 1.1891 3.0426 -5.1369  -0.026
C15 1.8071 -0.3838 -7.7552  0.001
C16 -0.8711 -0.1152 -5.1000  0.136
C17 -0.9257 -2.9384 -9.3852  0.000
C18 2.2563 -1.2708 -1.4070  0.013
C19 -3.2928 0.1980 -0.3965  0.035
C20 -1.9666 -1.5357 0.3521  0.040
C21 -0.7807 1.4689 -5.7422  0.090
C22 -0.1178 1.1966 -7.1238  0.102
C23 2.1442 -1.6279 -0.0300  -0.009
C24 -0.2531 2.8186 -5.3364  0.572
H1 -4.1302 0.7453 -0.8224  -0.012
H2 -0.1917 1.9720 -0.6784  -0.041
H3 -2.1239 3.3383 -4.4708  0.000
H4 -1.9772 -2.6470 -9.4701  0.000
H5 1.4021 3.1257 -4.0503  0.041
H6 -2.0856 1.8054 0.6119  -0.047
H7 -1.6117 -2.5298 0.6040  0.010
H8 -0.8184 -4.0072 -9.2129  0.000
H9 1.8075 2.2197 -5.5144  0.001
H10 2.1884 -1.9457 -2.2576  0.001
H11 0.7059 1.8883 -7.3448  -0.002
H12 -1.5014 2.2216 -1.8916  0.016
H13 1.9971 -2.6317 0.3587  0.000
H14 -1.8623 1.6558 -5.8895  -0.007
H15 -0.4629 -0.2556 1.3891  -0.029
H16 -1.7063 -0.4215 -5.7635  -0.004
H17 -1.3827 4.6672 -5.4002  0.044
H18 3.6740 -1.6674 -9.0919  0.000
H19 2.5725 0.7381 -2.3880  -0.001
H20 -0.0099 1.3408 -2.3584  -0.086
H21 1.5216 3.9936 -5.5948  0.029
H22 3.8150 0.0958 -9.3185  0.000
H23 3.1304 -0.9238 -10.6314  0.000
H24 -0.7200 4.2014 -3.8208  0.020
H25 -0.3898 -2.6274 -10.2885  0.000
H26 -2.2741 -1.4009 -4.0335  -0.010
H27 -3.8680 -1.9241 -0.7669  0.011
H28 2.2688 -0.3757 1.8389  0.001
H29 1.2327 -0.6512 -5.2724  -0.002
H30 -2.1780 0.2667 -3.3763  -0.020
H31 2.6628 1.6955 0.1428  0.000
H32 -0.8565 1.3687 -7.9146  0.013
H33 0.1077 -1.9326 -5.7808  0.003

Computed properties:
E_LUMO (alpha / beta)	3.865 / 3.864	eV
charge	-2
HOMO level (alpha / beta)	1.54 / 0.39	eV
frontier orbital gap (alpha / beta)	2.3 / 3.5	eV
spin multiplicity	5
energy	-2692.96715	a.u.

---

Entry 2:
C24H33F2NO | ωB97M-V/def2-TZVPD

Last column: Löwdin charge in e.
Cartesian coordinates (Å):
F1 3.2927 -3.9863 1.0391  0.041
F2 1.4973 -5.3204 -3.1696  0.036
O1 -0.3746 2.8013 2.2858  0.010
N1 -0.0114 -0.8150 -3.1963  -0.341
C1 -1.1790 -0.9394 -4.0674  -0.103
C2 1.3939 -4.5854 -2.0043  -0.243
C3 -1.7602 1.0339 1.4979  -0.053
C4 2.4649 -4.6327 -1.1037  0.075
C5 0.3225 0.5770 -2.9104  -0.098
C6 1.1543 -1.5183 -3.7238  -0.102
C7 -3.0383 1.7840 1.9486  -0.546
C8 0.6347 -0.1868 0.6168  -0.012
C9 -0.6190 -0.7267 0.2203  -0.195
C10 2.3133 -3.8965 0.0719  -0.227
C11 -1.7975 -0.1065 0.7403  0.034
C12 -0.4517 1.6594 1.7678  -0.263
C13 2.2595 2.9084 0.8223  -0.042
C14 -4.3059 0.9676 1.6845  -0.075
C15 3.2850 0.6609 1.1490  -0.066
C16 -2.9920 2.1078 3.4436  -0.052
C17 0.2463 -2.8737 -0.7268  -0.191
C18 1.2264 -3.0654 0.3013  0.048
C19 2.3382 1.8839 3.0875  -0.048
C20 0.7664 0.9568 1.3499  -0.062
C21 -3.1548 3.1183 1.1986  -0.046
C22 -0.6667 -1.7891 -0.7266  0.039
C23 0.2663 -3.8077 -1.8067  0.020
C24 2.1513 1.5911 1.5995  -0.544
H1 3.3217 2.3338 3.2606  0.087
H2 -4.2985 0.0343 2.2613  0.090
H3 3.2508 3.3510 0.9744  0.087
H4 -2.1158 2.7197 3.6638  0.075
H5 -3.2039 2.9580 0.1160  0.088
H6 -5.1887 1.5444 1.9942  0.088
H7 1.5660 2.5782 3.4233  0.076
H8 2.2652 0.9585 3.6680  0.091
H9 -0.9778 -0.5601 -5.0857  0.088
H10 0.9036 -2.5659 -3.9281  0.070
H11 -2.9471 1.1900 4.0374  0.089
H12 -1.4697 -1.9961 -4.1396  0.079
H13 -1.4960 -1.8056 -1.4366  0.120
H14 2.1092 2.7428 -0.2516  0.084
H15 1.1482 -2.5289 1.2475  0.131
H16 -2.0131 -0.3696 -3.6377  0.085
H17 0.6892 1.0964 -3.8156  0.089
H18 3.2567 0.4777 0.0658  0.081
H19 -2.2872 3.7440 1.4241  0.078
H20 -3.8915 2.6671 3.7252  0.087
H21 4.2616 1.1129 1.3720  0.090
H22 -4.0636 3.6415 1.5195  0.087
H23 1.4975 3.6068 1.1784  0.079
H24 -4.4231 0.7318 0.6205  0.079
H25 -0.5593 1.1019 -2.5213  0.089
H26 3.2403 -0.3014 1.6773  0.089
H27 1.9554 -1.4898 -2.9707  0.094
H28 1.5306 -0.6988 0.2731  0.091
H29 1.5254 -1.0531 -4.6560  0.091
H30 3.3571 -5.2173 -1.3039  0.133
H31 1.1139 0.6065 -2.1482  0.076
H32 -0.5734 -3.8148 -2.5037  0.128
H33 -2.7457 -0.5962 0.5072  0.114

Computed properties:
E_LUMO	-1.608	eV
charge	0
HOMO level	-7.73	eV
SMILES	CC(C)(C)C1=CC(=Cc2cc(F)cc(F)c2)C=C(C(C)(C)C)C1=O.CN(C)C
frontier orbital gap	6.1	eV
spin multiplicity	1
energy	-1263.97499	a.u.

---

Entry 3:
C24H33F6N6O4P2RuS2 | ωB97M-V/def2-TZVPD

Last column: Mulliken spin population.
Cartesian coordinates (Å):
Ru1 0.2924 1.6188 -0.3020  1.085
S1 -0.7173 0.1594 -3.5280  -0.001
S2 0.8213 2.3860 -3.7602  0.002
P1 1.6260 -0.3176 0.4126  -0.031
P2 -1.7847 0.3796 0.0617  -0.025
F1 0.7889 -1.9681 -3.9654  0.000
F2 -1.5565 3.3809 -3.9749  0.000
F3 -1.2170 -2.3661 -3.3244  0.000
F4 -0.5113 3.4202 -5.8627  0.001
F5 -0.8332 -1.8125 -5.3780  0.000
F6 0.0186 4.8191 -4.2972  0.000
O1 2.1509 2.7112 -4.1046  0.003
O2 -2.0570 0.5347 -3.7994  0.000
O3 0.4617 2.5947 -2.3500  0.051
O4 -0.4323 -0.0325 -2.0961  0.023
N1 0.4216 0.9434 -4.2499  -0.001
N2 -0.7677 4.9351 3.7213  0.000
N3 1.1678 3.7284 3.7936  -0.001
N4 0.7041 -2.8578 0.2119  0.000
N5 1.0603 3.2507 1.1033  0.016
N6 -1.9053 -2.3256 0.1460  -0.001
C1 -3.5199 -0.3413 2.2410  0.000
C2 -2.8938 2.0665 1.8683  0.008
C3 3.1234 -0.6855 -0.6895  -0.012
C4 -3.2960 0.1900 -0.9221  -0.006
C5 -1.1916 0.4600 2.7401  -0.014
C6 -1.0827 -1.3345 0.1261  -0.017
C7 2.7906 -0.0391 -2.0330  -0.009
C8 0.1729 4.2500 3.0780  -0.004
C9 2.1501 -0.8164 2.0991  0.002
C10 -1.5450 -3.6057 0.2113  0.000
C11 0.3311 -1.6260 0.1760  -0.027
C12 2.1091 3.0324 3.2075  -0.006
C13 0.2989 -5.2299 0.3119  -0.004
C14 0.1474 4.0164 1.6689  -0.002
C15 2.0643 2.7597 1.8461  0.011
C16 -2.0025 -5.9521 0.4381  -0.002
C17 -0.6246 -6.2369 0.4171  0.001
C18 -2.4108 0.6163 1.8340  -0.032
C19 3.4151 -2.1707 -0.8201  0.000
C20 -0.1271 -3.8966 0.2219  -0.001
C21 -2.4575 -4.6634 0.3304  0.005
C22 4.3256 0.0226 -0.0617  -0.002
C23 -0.4741 -1.6001 -4.1379  -0.002
C24 -0.3823 3.5883 -4.5654  0.007
H1 2.8453 2.2068 1.3390  0.006
H2 2.9243 -0.1347 2.4400  -0.001
H3 -3.5104 -4.4257 0.3473  0.000
H4 -0.3306 0.9968 2.2994  -0.007
H5 4.6021 -0.4098 0.8971  0.000
H6 -1.4815 5.4436 3.2313  0.000
H7 -3.8217 2.1895 1.3151  -0.001
H8 -1.3800 0.8745 3.7268  -0.001
H9 -0.6588 5.0803 4.7120  0.000
H10 -3.0518 0.1646 -1.9828  -0.001
H11 -0.2975 -7.2615 0.5069  0.000
H12 -3.0819 2.3792 2.8936  0.000
H13 -2.1329 2.7206 1.4293  -0.002
H14 -3.9339 1.0581 -0.7494  0.000
H15 4.1577 1.0918 0.0596  -0.001
H16 -0.9383 -0.5911 2.8606  -0.002
H17 3.7084 -2.6055 0.1340  0.000
H18 1.3111 -0.7541 2.7868  0.001
H19 -2.7081 -6.7601 0.5552  0.000
H20 2.5843 1.0345 -1.9057  -0.001
H21 -3.6691 -0.2848 3.3180  0.000
H22 -3.2780 -1.3722 1.9909  0.000
H23 3.6219 -0.1353 -2.7271  0.000
H24 1.3576 -5.4382 0.3305  0.000
H25 -0.5689 4.5211 1.0321  -0.002
H26 1.9225 -0.5135 -2.4839  0.001
H27 -3.8191 -0.7216 -0.6332  -0.002
H28 2.9127 2.6770 3.8358  0.000
H29 5.1775 -0.0932 -0.7297  0.000
H30 2.5337 -1.8351 2.0971  0.000
H31 2.5678 -2.7154 -1.2259  0.000
H32 -4.4612 -0.0788 1.7689  0.000
H33 4.2447 -2.2933 -1.5133  -0.001

Computed properties:
E_LUMO (alpha / beta)	-8.918 / -8.386	eV
charge	+2
HOMO level (alpha / beta)	-14.43 / -14.43	eV
frontier orbital gap (alpha / beta)	5.5 / 6.0	eV
spin multiplicity	2
energy	-3736.38600	a.u.

---

Entry 4:
C24H33N2 | ωB97M-V/def2-TZVPD

Last column: Löwdin charge in e.
Cartesian coordinates (Å):
N1 -0.5974 -0.0248 -2.5483  0.069
N2 -1.3932 2.1312 2.1301  0.205
C1 -4.3601 0.1403 1.0798  -0.058
C2 0.6446 -4.5563 -0.1514  -0.240
C3 -3.7038 1.2315 1.5963  0.002
C4 1.1114 2.4399 2.4341  -0.510
C5 -0.1247 1.6403 2.0357  -0.063
C6 0.4685 -5.9255 -0.7193  -0.032
C7 -1.5950 0.0448 1.2894  -0.103
C8 1.5037 -3.6360 -0.7474  -0.012
C9 -0.1904 0.3113 1.5409  -0.067
C10 0.8408 -1.9198 0.8305  -0.208
C11 2.0457 2.6338 1.2247  -0.018
C12 -2.3121 1.1842 1.6897  -0.166
C13 -3.6508 -0.9805 0.6387  -0.049
C14 1.6233 0.2744 -3.5585  -0.054
C15 0.2152 0.8626 -3.4076  -0.681
C16 1.8380 1.7405 3.5965  -0.017
C17 -2.2816 -1.0361 0.7313  -0.011
C18 0.3058 2.2580 -2.7783  -0.060
C19 -0.4405 0.9680 -4.7914  -0.051
C20 0.0170 -2.8778 1.4571  -0.036
C21 0.8960 -0.5421 1.2539  0.124
C22 -0.0693 -4.1620 0.9776  -0.018
C23 1.6301 -2.3619 -0.2526  -0.001
C24 0.6621 3.8302 2.9118  -0.049
H1 1.5127 4.4419 3.2084  0.101
H2 -4.2402 2.1033 1.9291  0.116
H3 2.0719 -3.9368 -1.6116  0.121
H4 -1.7404 -1.8869 0.3653  0.099
H5 -0.5437 -2.5910 2.3278  0.127
H6 -5.4360 0.1401 1.0255  0.114
H7 1.5763 -0.7235 -3.9924  0.083
H8 0.1456 1.6050 -5.4544  0.085
H9 0.9023 2.9285 -3.3983  0.085
H10 1.1297 -6.0962 -1.5707  0.084
H11 1.8793 -0.1090 1.2961  0.105
H12 -0.7105 -4.8770 1.4656  0.126
H13 -0.5226 -0.0151 -5.2529  0.083
H14 -1.5179 0.3759 -2.4330  0.069
H15 2.9047 3.2461 1.4965  0.101
H16 -4.1828 -1.8182 0.2218  0.113
H17 2.2069 0.7579 3.3103  0.078
H18 -1.4427 1.3888 -4.7168  0.079
H19 -1.6825 3.0543 2.4560  0.176
H20 2.2388 0.8972 -4.2081  0.086
H21 2.6890 2.3312 3.9338  0.099
H22 0.6875 -6.6918 0.0257  0.094
H23 0.1343 4.3559 2.1167  0.091
H24 -0.1901 -0.0936 -1.6256  0.041
H25 0.7657 2.2076 -1.7925  0.053
H26 2.2969 -1.6668 -0.7308  0.112
H27 1.1654 1.6100 4.4446  0.099
H28 2.1196 0.1991 -2.5917  0.061
H29 -0.6853 2.6954 -2.6636  0.079
H30 2.4271 1.6924 0.8386  0.069
H31 1.5191 3.1352 0.4130  0.087
H32 -0.5561 -6.0760 -1.0648  0.096
H33 -0.0051 3.7481 3.7692  0.091

Computed properties:
E_LUMO	-4.903	eV
charge	+1
HOMO level	-11.54	eV
frontier orbital gap	6.6	eV
spin multiplicity	1
energy	-1043.62187	a.u.

---

Entry 5:
C24H33N3O3S | ωB97M-V/def2-TZVPD

Last column: Löwdin charge in e.
Cartesian coordinates (Å):
S1 -2.8679 -0.1845 -0.8323  0.698
O1 -3.0260 -1.3843 -1.6109  -0.285
O2 8.6368 0.5830 -0.4590  -0.095
O3 -2.0697 0.8632 -1.4054  -0.284
N1 1.3046 -1.6790 0.0752  -0.131
N2 -2.2408 -0.4972 0.6995  -0.233
N3 3.0788 0.6325 0.0591  -0.104
C1 -6.8670 0.1431 -0.5843  -0.032
C2 -4.4954 0.4250 -0.4103  -0.236
C3 6.6470 1.0826 0.8841  -0.027
C4 5.1187 0.1077 -1.2031  -0.022
C5 1.9000 -1.1719 -1.1455  -0.142
C6 -0.1379 -1.6642 0.1756  -0.297
C7 -7.0615 1.2886 0.1813  -0.263
C8 -0.6385 -2.8832 0.9656  -0.134
C9 -3.4723 2.3277 0.8681  -0.038
C10 2.0890 -1.2965 1.2297  -0.143
C11 -4.6535 1.5720 0.3575  -0.233
C12 -5.9508 1.9849 0.6396  0.006
C13 -2.1583 -2.9721 0.8506  -0.169
C14 -5.5862 -0.2836 -0.8788  -0.051
C15 -0.7969 -0.4094 0.7823  -0.154
C16 -2.7995 -1.6713 1.3362  -0.190
C17 5.2679 1.0652 0.9741  -0.022
C18 4.4635 0.5696 -0.0555  -0.236
C19 6.4931 0.1344 -1.3017  -0.006
C20 2.4425 0.2048 1.2887  -0.140
C21 -8.4470 1.7703 0.4825  -0.046
C22 2.2295 0.3275 -1.0745  -0.139
C23 9.4668 1.0758 0.5601  -0.103
C24 7.2807 0.6140 -0.2591  -0.286
H1 1.5393 0.8070 1.4283  0.112
H2 -0.1718 -3.7846 0.5675  0.121
H3 -8.4473 2.4632 1.3199  0.076
H4 6.9845 -0.2270 -2.1915  0.118
H5 -2.9862 1.7605 1.6606  0.084
H6 -2.6547 -1.5580 2.4171  0.132
H7 4.8127 1.4698 1.8654  0.105
H8 -0.3528 -2.7894 2.0163  0.111
H9 -5.4044 -1.1642 -1.4748  0.111
H10 -3.7712 3.2980 1.2569  0.082
H11 3.0314 -1.8578 1.1797  0.129
H12 -0.5279 -0.2946 1.8375  0.133
H13 1.2297 -1.3695 -1.9825  0.125
H14 -2.7466 2.4584 0.0693  0.072
H15 1.3010 0.8966 -0.9525  0.118
H16 2.8297 -1.7327 -1.3023  0.119
H17 9.2747 2.1356 0.7612  0.094
H18 -9.1040 0.9345 0.7127  0.081
H19 -0.5194 0.4885 0.2309  0.100
H20 9.3506 0.5052 1.4883  0.093
H21 7.2127 1.4775 1.7139  0.101
H22 -3.8716 -1.6669 1.1269  0.118
H23 -2.4343 -3.1247 -0.1932  0.100
H24 -2.5406 -3.8075 1.4401  0.114
H25 -6.0966 2.8768 1.2328  0.119
H26 -8.8556 2.2856 -0.3868  0.088
H27 1.5661 -1.5923 2.1393  0.115
H28 -0.5267 -1.7530 -0.8454  0.140
H29 10.4862 0.9599 0.1941  0.091
H30 -7.7192 -0.4097 -0.9501  0.115
H31 4.5602 -0.2864 -2.0368  0.098
H32 3.1046 0.3738 2.1364  0.107
H33 2.7056 0.6666 -1.9939  0.117

Computed properties:
E_LUMO	0.704	eV
charge	0
HOMO level	-6.95	eV
SMILES	COc1ccc(N2CCN([C@H]3CCCN(S(=O)(=O)c4ccc(C)cc4C)C3)CC2)cc1
frontier orbital gap	7.7	eV
spin multiplicity	1
energy	-1722.47410	a.u.

---

Entry 6:
C24H33N4 | ωB97M-V/def2-TZVPD

Last column: Löwdin charge in e.
Cartesian coordinates (Å):
N1 -0.8647 1.9781 -5.3152  -0.216
N2 -2.0659 -4.6342 0.8143  -0.060
N3 3.3176 2.7359 4.3083  -0.215
N4 -0.9635 -2.5050 0.6712  0.042
C1 2.5623 2.7360 1.9929  0.015
C2 1.7030 2.3614 1.0032  0.016
C3 -0.4400 1.3360 -1.1159  -0.168
C4 -3.4242 -2.7385 0.5606  -0.104
C5 0.4331 2.1665 -1.8578  0.016
C6 -1.2359 3.3372 -5.7328  -0.065
C7 0.2455 -3.1706 0.9176  -0.275
C8 0.5981 1.5121 1.2520  -0.169
C9 0.3353 -4.6108 0.3834  -0.157
C10 0.1761 1.4312 -6.1966  -0.065
C11 -2.0143 -3.2393 0.6875  -0.331
C12 1.3065 1.4499 3.5813  0.030
C13 -0.3307 1.0683 0.2740  0.141
C14 3.2859 4.1571 4.6786  -0.064
C15 -3.4357 -5.1885 0.7587  -0.135
C16 4.7018 2.2517 4.2172  -0.065
C17 2.3925 2.2961 3.3093  -0.200
C18 -0.8413 -5.4382 0.8928  -0.150
C19 0.4394 1.0716 2.5908  0.019
C20 -4.3492 -3.9536 0.8174  -0.143
C21 0.2891 2.3435 -3.2014  0.015
C22 -1.4911 0.7241 -1.8465  0.021
C23 -1.6403 0.9174 -3.1940  0.031
C24 -0.7482 1.7299 -3.9108  -0.200
H1 1.2283 2.7017 -1.3905  0.086
H2 3.4000 3.3791 1.7855  0.131
H3 -3.5942 -1.9269 1.2764  0.113
H4 -3.5549 -5.7432 -0.1775  0.118
H5 -0.2753 1.0655 -7.1157  0.089
H6 -5.1723 -4.0069 0.0972  0.110
H7 1.2939 -5.0687 0.6673  0.116
H8 -4.8145 -3.8721 1.8060  0.109
H9 -0.9710 -6.3620 0.3184  0.123
H10 0.9744 2.9618 -3.7540  0.130
H11 0.3229 -4.5863 -0.7128  0.115
H12 3.4276 4.2625 5.7512  0.089
H13 -1.7097 3.8685 -4.9081  0.092
H14 0.9068 2.1996 -6.4473  0.078
H15 -1.9257 3.2891 -6.5719  0.089
H16 2.3304 4.5982 4.3971  0.092
H17 1.9175 2.7287 0.0255  0.085
H18 -2.1857 0.0935 -1.3200  0.116
H19 1.0530 -2.5491 0.5038  0.104
H20 -2.4452 0.4463 -3.7277  0.124
H21 4.7480 1.3467 3.6124  0.092
H22 5.3397 3.0035 3.7546  0.077
H23 -0.3861 0.4237 2.8276  0.124
H24 -0.6864 -5.7283 1.9373  0.121
H25 0.3982 -3.1718 2.0046  0.116
H26 4.0768 4.7026 4.1655  0.078
H27 -1.0712 0.3823 0.6506  0.110
H28 0.6991 0.6127 -5.7033  0.092
H29 -3.5703 -2.3220 -0.4427  0.110
H30 1.1730 1.0957 4.5862  0.124
H31 -0.3522 3.8983 -6.0355  0.078
H32 5.0830 2.0372 5.2124  0.089
H33 -3.5990 -5.8852 1.5873  0.120

Computed properties:
E_LUMO	-5.308	eV
charge	+1
HOMO level	-10.37	eV
frontier orbital gap	5.1	eV
spin multiplicity	1
energy	-1153.04247	a.u.

---

Number 1 is which compound? C24H33CoO5

---

What is the charge in the third record? +2

---

What is the energy in the sixth record? -1153.04247 a.u.